(1)
Formula: C14H16N5O11
Source: OMol25
Level of theory: ωB97M-V with the def2-TZVPD basis set

CARTESIAN COORDINATES (ANGSTROEM)
N: 1.5663 2.2302 -4.6552
O: 1.3483 3.3757 -5.0431
O: 0.8450 1.6563 -3.8173
O: 2.5506 1.7234 -5.1554
C: -4.7206 3.2556 -1.4068
N: -5.7132 3.9095 -2.2877
O: -6.1653 3.2754 -3.1807
O: -6.1234 5.1119 -2.0961
H: -4.8367 2.1727 -1.3626
H: -4.8419 3.5767 -0.3723
H: -3.7331 3.6196 -1.6904
C: 1.7084 -3.9698 -6.2424
N: 2.6572 -3.9875 -7.3693
O: 3.0283 -5.0833 -7.7419
O: 3.0578 -2.9015 -7.7531
H: 1.3720 -4.9508 -5.9068
H: 0.8250 -3.3895 -6.5085
H: 2.3478 -3.6249 -5.4298
C: -0.0710 -4.8554 1.7449
C: -0.0172 -3.4942 1.5379
C: -0.9825 -2.6925 2.0162
C: -1.9691 -3.2681 2.8346
C: -1.9705 -4.6227 3.1742
C: -0.9781 -5.4311 2.6755
N: -3.0770 -2.4177 3.3537
O: -3.1524 -1.2701 2.9220
O: -3.9157 -2.9090 4.0983
H: 0.7702 -5.4461 1.4134
H: 0.7374 -3.1737 0.8348
H: -1.0653 -1.6710 1.6754
H: -2.7396 -5.1065 3.7579
H: -0.9932 -6.4962 2.8538
C: 3.3992 2.2419 4.2642
C: 2.4726 3.1352 4.7739
C: 1.7195 3.8897 3.8617
C: 1.9821 3.8251 2.4827
C: 2.9489 2.9191 2.0458
C: 3.6170 2.0994 2.9503
N: 1.2762 4.7744 1.5534
O: 0.1507 5.1122 1.8498
O: 1.8525 5.2092 0.6471
H: 3.9977 1.6566 4.9467
H: 2.3952 3.2914 5.8398
H: 1.0277 4.5908 4.3049
H: 3.1486 2.8079 0.9903
H: 4.2634 1.3015 2.6158

Cartesian forces (eV/Å) of the 2 atoms listed first:
N -0.0218 1.0128 -0.3232
O -1.7434 1.9344 0.3311

## Properties
Spin multiplicity: 1
Net charge: -1
Orbital gap in eV: 4.58
Calculated total energy in eV: -44735.950

---

(2)
Formula: C14H16O
Source: OMol25
Level of theory: ωB97M-V with the def2-TZVPD basis set

CARTESIAN COORDINATES (ANGSTROEM)
C: 3.7638 -1.1533 -3.1939
C: 3.2396 -1.0140 -1.7932
C: 1.8749 -0.8182 -1.5413
C: 1.3923 -0.7026 -0.2428
C: 2.2808 -0.7736 0.8337
O: 1.7976 -0.6871 2.1012
C: 3.6587 -0.9793 0.6269
C: 4.1292 -1.0753 -0.7131
H: 3.0701 -1.8160 -3.7632
H: 4.8057 -1.6198 -3.1635
H: 3.8004 -0.2287 -3.7681
H: 1.2092 -0.7367 -2.3564
H: 0.3168 -0.5816 -0.0499
H: 0.8321 -0.6141 2.1106
H: 4.3581 -1.0544 1.4116
H: 5.2079 -1.3209 -0.8296
C: -4.2366 0.7748 -0.9049
C: -3.4005 0.9638 0.3291
C: -2.2667 0.2159 0.5290
C: -1.5033 0.3362 1.7016
C: -1.9076 1.2564 2.6646
C: -3.0791 1.9942 2.4771
C: -3.8302 1.8508 1.3184
H: -5.2677 0.7581 -0.6589
H: -3.9939 -0.2483 -1.2824
H: -4.0795 1.5215 -1.6464
H: -1.9982 -0.5020 -0.1436
H: -0.6597 -0.2464 1.8565
H: -1.3439 1.3434 3.5881
H: -3.4182 2.6688 3.2724
H: -4.7520 2.4882 1.2305

Cartesian forces (eV/Å) of the 2 atoms listed first:
C 0.4715 -1.3241 -0.4226
C 0.4582 0.3327 0.3557

## Properties
Spin multiplicity: 1
Net charge: 0
Orbital gap in eV: 9.09
SMILES: Cc1ccc(O)cc1.Cc1ccccc1
Calculated total energy in eV: -16824.507

---

(3)
Formula: C14H16O
Source: OMol25
Level of theory: ωB97M-V with the def2-TZVPD basis set

CARTESIAN COORDINATES (ANGSTROEM)
C: -2.1521 2.6582 1.6142
C: -1.1674 2.2215 0.6309
C: 0.1733 2.4923 0.7680
C: 1.1146 2.1188 -0.2172
C: 0.6109 1.4672 -1.3247
O: 1.5101 1.2151 -2.3418
C: -0.7380 1.1503 -1.5144
C: -1.5958 1.4132 -0.4830
H: -3.0058 1.9658 1.7668
H: -2.7105 3.5966 1.3417
H: -1.8518 2.9928 2.5862
H: 0.5939 3.1301 1.5240
H: 2.1384 2.4715 -0.2394
H: 1.0705 0.5818 -2.9076
H: -1.0445 0.8272 -2.5001
H: -2.6269 1.1567 -0.3493
C: 0.9317 -3.4072 -1.6209
C: 0.7503 -2.4220 -0.4998
C: -0.4545 -1.7805 -0.2350
C: -0.6368 -1.0772 0.9606
C: 0.3290 -1.1494 1.9202
C: 1.6028 -1.6313 1.5900
C: 1.8730 -2.2611 0.3706
H: 1.7157 -4.1474 -1.6865
H: 1.0080 -2.8297 -2.5730
H: -0.0484 -3.8687 -1.7852
H: -1.2317 -1.7731 -0.9921
H: -1.5535 -0.4909 0.9917
H: 0.1539 -0.7434 2.9276
H: 2.3932 -1.4948 2.3211
H: 2.8486 -2.3820 -0.0437

Cartesian forces (eV/Å) of the 2 atoms listed first:
C -3.0148 1.3790 0.5394
C 0.6623 -1.6167 -0.9788

## Properties
Spin multiplicity: 1
Net charge: 0
Orbital gap in eV: 8.99
SMILES: Cc1ccc(O)cc1.Cc1ccccc1
Calculated total energy in eV: -16823.787

---

(4)
Formula: C14H16O
Source: OMol25
Level of theory: ωB97M-V with the def2-TZVPD basis set

CARTESIAN COORDINATES (ANGSTROEM)
C: -1.9093 -4.2181 -0.8217
C: -0.9016 -2.2176 -1.9848
C: -0.7178 -3.3638 -1.1495
C: 0.2514 -1.3830 -2.1713
C: 0.5444 -3.6860 -0.6183
C: 1.4021 -1.5525 -1.4449
C: 1.5716 -2.7041 -0.6279
H: -1.6396 -2.0194 -2.6093
H: -0.0967 -0.4949 -2.6840
H: -2.9020 -3.9439 -1.0117
H: -1.8431 -4.3367 0.3220
H: 0.7262 -4.5216 0.1276
H: 2.2877 -0.8968 -1.4063
H: 2.6047 -2.8948 -0.2786
H: -1.8854 -5.1138 -1.4738
C: 0.8970 5.0266 0.8356
C: -0.9621 1.7169 0.4625
C: -0.7017 2.9833 0.2918
C: -0.2636 0.9057 1.3573
C: 0.3586 3.7086 0.9465
C: 0.8184 1.4602 2.0758
C: 1.0799 2.8430 1.8556
O: -0.8086 -0.2917 1.6547
H: -1.7862 1.1787 -0.0218
H: -1.2392 3.6809 -0.4092
H: -1.0485 -0.7884 0.8421
H: 1.4390 0.8730 2.8206
H: 1.8554 5.2711 0.6602
H: 0.8215 5.6634 1.7697
H: 1.8423 3.2872 2.3400
H: 0.2053 5.8284 0.3511

Cartesian forces (eV/Å) of the 2 atoms listed first:
C 1.5295 -1.5435 1.5197
C 6.7459 -1.7230 3.2079

## Properties
Spin multiplicity: 2
Net charge: +1
Orbital gap (spin up / spin down) in eV: 7.78 / 4.10
Calculated total energy in eV: -16814.101

---

(5)
Formula: C14H16O2
Source: OMol25
Level of theory: ωB97M-V with the def2-TZVPD basis set

CARTESIAN COORDINATES (ANGSTROEM)
C: -2.0055 3.3510 -0.2319
C: -1.5284 2.3760 0.8061
C: -1.1750 1.0838 0.4581
C: -1.0218 0.0712 1.4208
C: -0.9788 0.4259 2.7546
O: -0.8809 -0.5642 3.6984
C: -1.2233 1.7504 3.1139
C: -1.4628 2.7187 2.1569
H: -1.2333 3.9208 -0.7622
H: -2.5835 4.1477 0.2660
H: -2.7173 2.9454 -0.9555
H: -1.2850 0.6649 -0.5298
H: -0.7809 -0.9180 1.0557
H: -0.8570 -0.1633 4.5829
H: -1.1904 2.0213 4.1520
H: -1.5493 3.7602 2.4460
C: 0.2637 -2.9426 -3.3728
C: 0.9629 -2.2068 -2.2484
C: 0.6598 -0.8855 -1.9274
C: 1.4366 -0.1758 -1.0251
C: 2.3192 -0.8739 -0.2150
O: 3.0961 -0.2618 0.7395
C: 2.5128 -2.2294 -0.4066
C: 1.7740 -2.9206 -1.3795
H: -0.1387 -2.2812 -4.1438
H: -0.5503 -3.5415 -2.9703
H: 0.9952 -3.5355 -3.9141
H: -0.0407 -0.3644 -2.5756
H: 1.3741 0.8874 -0.8702
H: 2.6486 0.5253 1.0840
H: 3.2525 -2.7932 0.1450
H: 1.9071 -3.9923 -1.3517

Cartesian forces (eV/Å) of the 2 atoms listed first:
C -0.5069 1.3518 0.2707
C 0.3225 0.0522 -0.4933

## Properties
Spin multiplicity: 1
Net charge: 0
Orbital gap in eV: 9.09
SMILES: Cc1ccc(O)cc1.Cc1ccc(O)cc1
Calculated total energy in eV: -18872.037

---

(6)
Formula: C14H17BCuF6N6O
Source: OMol25
Level of theory: ωB97M-V with the def2-TZVPD basis set

CARTESIAN COORDINATES (ANGSTROEM)
H: -0.9911 -2.7226 -1.1439
N: -0.2139 -0.7667 -1.4376
B: 0.5392 1.4241 -2.4569
N: -0.2262 0.0774 -2.5313
C: -0.8691 -0.5068 -3.5660
Cu: 0.7989 0.0589 0.4899
H: -0.9652 0.0050 -4.5111
C: -1.2941 -1.7666 -3.1454
H: -1.8314 -2.4996 -3.7121
C: -0.8640 -1.8815 -1.8074
H: 0.5913 1.9807 -3.5093
C: 1.8057 0.1653 2.1280
H: 1.6085 -0.5165 2.9614
H: 1.2058 1.0621 2.3676
H: 2.8557 0.4702 2.0886
N: 1.9502 1.0532 -1.9186
N: -0.1198 2.2809 -1.3543
N: 2.1172 0.4188 -0.6867
N: -0.1648 1.8021 -0.0677
C: 3.1476 1.1948 -2.5076
C: -0.7236 3.4827 -1.4072
H: 3.1967 1.6641 -3.4766
H: -0.7708 4.0179 -2.3436
C: 4.1200 0.6622 -1.6692
C: -1.1798 3.7886 -0.1279
C: 3.4446 0.1876 -0.5404
C: -0.8292 2.6962 0.6806
H: 5.1751 0.6170 -1.8404
H: -1.6924 4.6784 0.1824
H: 3.8221 -0.2906 0.3553
H: -1.0366 2.5045 1.7263
H: 1.6860 -0.8356 1.1245
C: -2.7285 -1.6234 1.2007
C: -1.4808 -1.3844 2.0428
O: -0.7700 -0.3145 1.6478
C: -1.9833 -1.0699 3.5267
F: -2.7557 -2.0748 4.0415
F: -0.9676 -0.8416 4.3940
F: -2.7530 0.0555 3.5004
C: -0.6508 -2.7385 2.0929
F: -1.4473 -3.8228 2.3116
F: -0.0289 -2.9509 0.8873
F: 0.3303 -2.7459 3.0281
H: -3.2821 -0.6807 1.1470
H: -3.3464 -2.4076 1.6491
H: -2.4284 -1.9068 0.1868

Cartesian forces (eV/Å) of the 2 atoms listed first:
H 0.1242 0.1912 -0.0103
N -0.3865 -0.1338 -0.7356

## Properties
Spin multiplicity: 2
Net charge: 0
Orbital gap (spin up / spin down) in eV: 9.47 / 8.25
Calculated total energy in eV: -87402.961